The following is a quantum chemistry calculation of one molecule with the formula C7H11Cl3N2O2 at a distorted geometry, from the OMol25 dataset.

## Properties
* molecular weight: 261.5 g/mol
* HOMO-LUMO gap: 0.344 hartree
* highest occupied orbital energy: -8.85 eV
* SMILES: C/C(Cl)=C/OC[C@@](C)(Cl)NNC(=O)Cl
* 2S+1: 1
* LUMO level: 0.51 eV

Each line ends with the Mulliken charge.
Positions of all 25 atoms, in Å:
C -3.330 -1.485 0.280  0.622
C 1.522 -0.839 -0.135  -0.547
C 0.364 0.649 -1.528  -0.987
C 1.936 -2.049 0.226  0.845
C -1.141 0.484 -1.240  1.064
C 2.421 -2.399 1.594  -1.195
C -1.824 1.843 -1.194  -1.711
N -1.296 -0.220 -0.003  -0.287
N -2.619 -0.365 0.445  -0.228
O -3.003 -2.528 -0.182  -0.444
O 1.100 -0.533 -1.396  -0.352
Cl -4.961 -1.235 0.983  -0.231
Cl 1.937 -3.347 -0.917  -0.199
Cl -1.887 -0.464 -2.629  -0.203
H -0.871 -1.145 -0.055  0.312
H 1.515 -0.025 0.583  0.245
H 0.492 0.974 -2.564  0.432
H 0.755 1.424 -0.853  0.377
H 2.452 -1.509 2.216  0.332
H 3.415 -2.838 1.545  0.342
H 1.756 -3.132 2.051  0.299
H -1.552 2.417 -2.075  0.400
H -1.506 2.383 -0.305  0.396
H -2.903 1.724 -1.178  0.447
H -3.007 0.425 0.941  0.270

***

The following is a quantum chemistry calculation of one molecule with the formula C7H11ClN2O3S at a distorted geometry, from the OMol25 dataset.

## Properties
* molecular weight: 238.7 g/mol
* HOMO-LUMO gap: 0.278 hartree
* highest occupied orbital energy: -8.69 eV
* SMILES: CCOC(=O)N/N=C(\C#S(=O)Cl)CC
* 2S+1: 1
* LUMO level: -1.13 eV

Each line ends with the Mulliken charge.
Positions of all 25 atoms, in Å:
C -0.512 -0.277 1.888  -0.138
C -1.172 -0.788 0.699  0.823
C 0.390 1.421 -0.338  0.622
C -3.146 -1.309 1.903  -0.971
C 0.946 4.873 -0.874  -1.068
C -1.962 -1.884 1.129  -0.588
C 1.563 3.511 -0.356  -0.287
N -1.096 -0.511 -0.571  -0.710
N -0.273 0.478 -1.063  0.059
O 0.688 1.133 0.830  -0.565
O -0.108 -1.183 4.087  -0.491
O 0.659 2.650 -0.952  -0.301
S 0.606 -0.296 3.164  0.450
Cl 2.488 -1.394 2.437  -0.369
H -4.060 -1.954 1.713  0.294
H -3.413 -0.263 1.674  0.295
H -2.860 -1.410 2.966  0.326
H 0.505 4.839 -1.826  0.335
H 0.223 5.388 -0.143  0.275
H 1.815 5.460 -1.107  0.341
H -2.218 -2.546 0.324  0.396
H -1.574 -2.656 1.833  0.326
H 1.756 3.539 0.705  0.341
H 2.497 3.442 -0.793  0.314
H -0.736 0.729 -1.940  0.292

***

The following is a quantum chemistry calculation of a 2-piece molecular cluster, C7H11ClO overall at a distorted geometry, from the OMol25 dataset.

## Properties
* molecular weight: 146.6 g/mol
* HOMO-LUMO gap: 0.318 hartree
* highest occupied orbital energy: -8.55 eV
* SMILES: CC=C(C)C.O=C=CCl
* 2S+1: 1
* LUMO level: 0.11 eV

Each line ends with the Mulliken charge.
Positions of all 20 atoms, in Å:
C -1.655 -0.495 0.154  0.807
C 0.699 -0.510 -0.951  -0.233
C -2.256 0.525 -0.369  -0.417
C 0.320 0.380 0.019  1.127
C 1.066 -1.892 -0.676  -1.180
C 0.312 1.840 -0.331  -1.762
C 0.737 0.094 1.492  -1.419
O -1.438 -1.529 0.669  -0.502
Cl -3.968 0.450 -0.055  -0.215
H 1.029 -0.214 -1.950  0.379
H -1.913 1.436 -0.748  0.226
H 2.036 -1.824 -0.123  0.280
H 1.180 -2.515 -1.576  0.370
H 0.348 -2.320 0.023  0.255
H -0.131 1.903 -1.306  0.528
H 1.360 2.219 -0.454  0.351
H -0.193 2.525 0.341  0.375
H 0.470 -0.984 1.772  0.285
H 0.300 0.823 2.259  0.290
H 1.698 0.087 1.810  0.454

***

The following is a quantum chemistry calculation of C7H11EuNP as an isolated structure at a distorted geometry, from the OMol25 dataset.

## Properties
* charge: -1
* expectation value of S²: 15.77
* molecular weight: 292.1 g/mol
* HOMO-LUMO gap (spin up / spin down): 0.115 / 0.216 hartree
* highest occupied orbital energy (spin up / spin down): 0.16 / -2.60 eV
* 2S+1: 8
* LUMO level (spin up / spin down): 3.29 / 3.28 eV

Each line ends with the Mulliken spin population.
Positions of all 21 atoms, in Å:
C 0.970 -0.213 -1.421  -0.054
C 0.127 -0.070 -2.578  -0.011
C -0.754 -1.172 -2.705  -0.112
C -0.269 -2.128 -1.758  -0.023
C 0.750 -1.561 -0.932  -0.030
Eu -1.539 -0.209 -0.468  6.465
P -0.044 2.405 0.257  -0.040
H 1.848 0.477 -1.234  0.014
H 0.226 0.721 -3.329  0.040
H -1.599 -1.363 -3.394  0.055
H 1.313 -2.274 -0.237  0.030
H -0.512 -3.177 -1.842  0.035
H -0.834 3.091 1.225  0.017
H 0.254 3.659 -0.272  0.007
H 1.094 2.502 1.061  0.040
C -0.009 -0.109 4.387  2.657
C -0.418 -0.158 2.955  -0.844
N -0.882 -0.147 1.878  0.008
H 0.976 -0.599 4.574  -0.317
H -0.775 -0.622 5.023  -0.462
H 0.077 0.947 4.740  -0.475

***

The following is a quantum chemistry calculation of one molecule with the formula C7H11FO at a distorted geometry, from the OMol25 dataset.

## Properties
* molecular weight: 130.2 g/mol
* HOMO-LUMO gap: 0.328 hartree
* highest occupied orbital energy: -8.42 eV
* 2S+1: 1
* LUMO level: 0.50 eV

Each line ends with the Mulliken charge.
Positions of all 20 atoms, in Å:
C 1.373 0.847 -0.332  0.003
C 1.861 -0.246 0.169  0.560
C -0.389 -1.066 0.016  -0.762
C -0.893 0.300 0.109  1.088
C 3.282 -0.705 0.198  -0.996
C -1.700 0.916 -1.042  -1.606
C -1.197 0.944 1.423  -1.342
O 0.977 -1.315 0.465  -0.349
F 1.864 1.960 -0.806  -0.278
H -0.884 -1.778 0.589  0.351
H -0.493 -1.363 -1.053  0.273
H 3.920 -0.524 1.218  0.206
H 3.838 -0.328 -0.707  0.307
H 3.230 -1.847 0.085  0.274
H -1.376 1.922 -1.053  0.370
H -2.763 0.760 -0.783  0.408
H -1.397 0.411 -1.901  0.479
H -0.435 1.651 1.931  0.250
H -1.337 0.249 2.248  0.363
H -2.122 1.557 1.355  0.400

***

The following is a quantum chemistry calculation of C7H11FO as an isolated structure at a distorted geometry, from the OMol25 dataset.

## Properties
* molecular weight: 130.2 g/mol
* HOMO-LUMO gap: 0.354 hartree
* highest occupied orbital energy: -8.75 eV
* 2S+1: 1
* LUMO level: 0.87 eV

Each line ends with the Mulliken charge.
Positions of all 20 atoms, in Å:
C 2.385 -1.390 -0.850  -0.559
C 1.680 1.617 0.820  -0.852
C 1.928 -0.861 0.280  -0.401
C 1.271 0.404 0.510  0.429
C -2.676 -0.429 -0.094  -1.469
C -0.427 0.234 -0.483  -0.360
C -1.344 -0.270 0.621  0.465
O -0.899 1.365 -1.130  -0.529
F -1.541 0.594 1.640  -0.324
H 2.888 -2.389 -1.023  0.239
H 2.061 -0.958 -1.768  0.313
H 0.926 2.381 0.631  0.088
H 2.670 1.922 1.000  0.405
H 2.093 -1.285 1.264  0.296
H -3.231 0.484 -0.341  0.306
H -2.513 -0.953 -0.936  0.478
H -3.335 -0.990 0.546  0.395
H -0.049 -0.454 -1.218  0.379
H -1.039 -1.207 1.079  0.322
H -0.847 2.185 -0.547  0.379